The following is a DFT calculation (ωB97M-V/def2-TZVPD) of the molecule C5H7N at a distorted geometry.

Its HOMO energy is -9.66 eV. The value obtained for the HOMO-LUMO gap is 0.3794 Ha. The value obtained for the largest force on an atom is 3.27 eV Å⁻¹. As for the charge: 0. For the molecular weight, the calculation gives 81.1 g/mol. The calculation puts the energy relative to the best compared isomer or geometry (same formula, charge and spin) at 252.20 kJ/mol.

Geometry as XYZ:
```
13
C5H7N ωB97M-V/def2-TZVPD
C 3.95 -0.26 -0.33
C 1.51 0.99 -0.17
C 0.46 0.22 0.18
C -0.93 0.82 -0.07
C 0.62 -1.29 0.26
N 2.90 0.31 -0.28
H 1.43 2.07 -0.45
H -1.19 1.07 -1.07
H -0.86 1.75 0.49
H -1.53 0.13 0.49
H -0.37 -1.77 0.53
H 1.50 -1.71 0.80
H 0.77 -1.66 -0.81
```

For each atom in turn, the Mulliken charge in e is: atom 1 (C): -0.139, atom 2 (C): -0.377, atom 3 (C): 0.730, atom 4 (C): -1.245, atom 5 (C): -1.199, atom 6 (N): -0.050, atom 7 (H): 0.319, atom 8 (H): 0.299, atom 9 (H): 0.347, atom 10 (H): 0.386, atom 11 (H): 0.308, atom 12 (H): 0.332, atom 13 (H): 0.290

=====

The following is a DFT calculation (ωB97M-V/def2-TZVPD) of a cluster of 2 separate species, C2H7N2O in total at a distorted geometry.

Its HOMO energy is -14.35 eV. The value obtained for the HOMO-LUMO gap is 0.3470 Ha. The value obtained for the largest force on an atom is 3.10 eV Å⁻¹. As for the charge: +1. For the molecular weight, the calculation gives 75.1 g/mol. The calculation puts the energy relative to the best compared isomer or geometry (same formula, charge and spin) at 97.37 kJ/mol.

Geometry as XYZ:
```
12
C2H7N2O ωB97M-V/def2-TZVPD
C 2.10 0.43 1.59
N 1.59 0.72 0.47
H 3.10 0.06 1.76
H 1.43 0.61 2.42
H 0.63 1.07 0.35
H 2.10 0.84 -0.40
C -1.17 -0.67 -1.10
N -2.52 -0.62 -0.97
O -0.51 0.26 -0.64
H -0.78 -1.55 -1.58
H -3.09 -1.38 -1.29
H -2.89 0.25 -0.61
```

For each atom in turn, the Mulliken charge in e is: atom 1 (C): -0.050, atom 2 (N): -0.077, atom 3 (H): 0.286, atom 4 (H): 0.252, atom 5 (H): 0.341, atom 6 (H): 0.278, atom 7 (C): 0.154, atom 8 (N): -0.329, atom 9 (O): -0.671, atom 10 (H): 0.347, atom 11 (H): 0.233, atom 12 (H): 0.236

=====

The following is a DFT calculation (ωB97M-V/def2-TZVPD) of a structure of composition C46H50BClF6N3O4PS2ScTe.

Its HOMO energy is -4.47 eV. The value obtained for the HOMO-LUMO gap is 0.2455 Ha. The value obtained for the largest force on an atom is 0.69 eV Å⁻¹. As for the charge: -1. For the molecular weight, the calculation gives 1136.8 g/mol. The calculation puts the energy relative to the best compared isomer or geometry (same formula, charge and spin) at 153.24 kJ/mol.

Geometry as XYZ:
```
116
C46H50BClF6N3O4PS2ScTe ωB97M-V/def2-TZVPD
Sc 0.34 0.28 1.35
F 4.70 -0.92 2.74
C 3.60 -1.09 2.01
F 2.57 -1.30 2.88
F 3.76 -2.23 1.32
S 3.15 0.37 0.86
O 1.88 -0.59 0.53
O 4.34 0.28 0.03
N 3.38 1.34 2.28
S 2.39 1.58 3.39
O 0.95 1.38 2.99
O 2.64 1.06 4.70
C 2.41 3.41 3.70
F 2.22 4.11 2.59
F 1.46 3.72 4.58
F 3.59 3.75 4.22
Cl -1.40 0.00 -2.54
C -1.03 -1.12 -3.82
C -2.07 -1.51 -4.64
C -1.84 -2.45 -5.63
C -0.57 -2.98 -5.80
C 0.46 -2.56 -4.98
C 0.27 -1.61 -3.97
P 1.60 -1.01 -2.84
C 2.75 -2.44 -2.85
C 2.77 -3.21 -1.69
C 3.61 -4.31 -1.59
C 4.46 -4.64 -2.64
C 4.46 -3.86 -3.79
C 3.62 -2.76 -3.89
C 2.48 0.14 -3.97
C 3.65 0.70 -3.45
C 4.39 1.60 -4.20
C 3.97 1.96 -5.48
C 2.80 1.42 -5.99
C 2.06 0.51 -5.24
H -3.06 -1.10 -4.48
H -2.66 -2.77 -6.27
H -0.39 -3.73 -6.56
H 1.45 -2.98 -5.11
H 2.16 -2.93 -0.85
H 3.63 -4.89 -0.67
H 5.12 -5.49 -2.56
H 5.14 -4.10 -4.61
H 3.64 -2.14 -4.78
H 3.97 0.45 -2.44
H 5.29 2.03 -3.78
H 4.55 2.67 -6.06
H 2.46 1.71 -6.98
H 1.15 0.09 -5.66
Te 1.75 2.22 -0.33
C -3.60 0.54 6.22
C -2.48 0.64 5.19
C -1.16 1.06 5.84
C -2.87 1.58 4.06
C -3.00 2.94 4.32
C -3.33 3.83 3.30
C -3.52 3.36 2.01
C -3.40 2.01 1.72
C -3.64 1.51 0.30
C -5.14 1.40 0.03
C -2.95 2.37 -0.76
C -3.08 1.12 2.75
N -2.93 -0.26 2.47
B -1.70 -0.89 2.02
N -2.01 -2.30 2.18
C -3.30 -2.45 2.69
C -3.85 -1.23 2.86
C -1.07 -3.37 2.11
C -0.87 -4.04 0.90
C 0.09 -5.04 0.85
C 0.83 -5.37 1.97
C 0.62 -4.71 3.16
C -0.33 -3.70 3.26
C -0.59 -3.00 4.58
C -1.53 -3.84 5.44
C 0.69 -2.68 5.36
C -1.73 -3.73 -0.31
C -2.93 -4.68 -0.35
C -0.96 -3.78 -1.62
H -3.33 -0.17 7.01
H -4.53 0.20 5.75
H -3.79 1.51 6.69
H -2.33 -0.35 4.76
H -1.24 2.03 6.33
H -0.35 1.11 5.12
H -0.88 0.33 6.61
H -2.83 3.32 5.32
H -3.43 4.89 3.52
H -3.77 4.06 1.23
H -3.22 0.50 0.23
H -5.61 2.38 0.10
H -5.62 0.74 0.76
H -5.32 1.00 -0.97
H -3.35 3.39 -0.77
H -3.11 1.94 -1.75
H -1.87 2.44 -0.58
H -3.73 -3.42 2.87
H -4.83 -0.97 3.23
H 0.27 -5.57 -0.08
H 1.59 -6.15 1.91
H 1.21 -4.97 4.03
H -1.09 -2.06 4.36
H -1.07 -4.81 5.68
H -2.47 -4.04 4.92
H -1.76 -3.33 6.38
H 1.18 -3.58 5.72
H 0.43 -2.07 6.24
H 1.40 -2.11 4.76
H -2.12 -2.71 -0.19
H -2.60 -5.72 -0.46
H -3.58 -4.44 -1.20
H -3.53 -4.61 0.56
H -0.56 -4.77 -1.84
H -0.13 -3.07 -1.60
H -1.61 -3.50 -2.45
```

Atom charges from the Mulliken analysis, given in e for atoms 1 to 99: atom 1 (Sc): -1.855, atom 2 (F): -0.285, atom 3 (C): 0.372, atom 4 (F): -0.068, atom 5 (F): -0.210, atom 6 (S): 0.976, atom 7 (O): 0.847, atom 8 (O): -0.764, atom 9 (N): -0.555, atom 10 (S): 0.991, atom 11 (O): -0.099, atom 12 (O): -0.704, atom 13 (C): 0.412, atom 14 (F): -0.191, atom 15 (F): -0.208, atom 16 (F): -0.224, atom 17 (Cl): 0.095, atom 18 (C): -0.024, atom 19 (C): -0.497, atom 20 (C): -0.631, atom 21 (C): -0.767, atom 22 (C): -0.429, atom 23 (C): 0.032, atom 24 (P): 1.332, atom 25 (C): 0.286, atom 26 (C): -0.118, atom 27 (C): -1.015, atom 28 (C): -0.673, atom 29 (C): -0.749, atom 30 (C): -0.233, atom 31 (C): 0.298, atom 32 (C): -0.539, atom 33 (C): -0.682, atom 34 (C): -0.519, atom 35 (C): -0.694, atom 36 (C): -0.255, atom 37 (H): 0.477, atom 38 (H): 0.321, atom 39 (H): 0.410, atom 40 (H): 0.377, atom 41 (H): 0.193, atom 42 (H): 0.549, atom 43 (H): 0.374, atom 44 (H): 0.394, atom 45 (H): 0.482, atom 46 (H): 0.405, atom 47 (H): 0.447, atom 48 (H): 0.359, atom 49 (H): 0.398, atom 50 (H): 0.352, atom 51 (Te): -0.650, atom 52 (C): -1.769, atom 53 (C): 2.420, atom 54 (C): -1.620, atom 55 (C): 0.590, atom 56 (C): -0.468, atom 57 (C): -1.881, atom 58 (C): -0.183, atom 59 (C): 0.348, atom 60 (C): 2.243, atom 61 (C): -1.719, atom 62 (C): -1.901, atom 63 (C): -0.623, atom 64 (N): 0.734, atom 65 (B): 1.944, atom 66 (N): 0.684, atom 67 (C): -0.559, atom 68 (C): -1.374, atom 69 (C): 0.037, atom 70 (C): 0.130, atom 71 (C): -0.446, atom 72 (C): -1.534, atom 73 (C): -0.632, atom 74 (C): 0.787, atom 75 (C): 2.257, atom 76 (C): -1.782, atom 77 (C): -1.499, atom 78 (C): 2.259, atom 79 (C): -1.715, atom 80 (C): -1.484, atom 81 (H): 0.433, atom 82 (H): 0.365, atom 83 (H): 0.336, atom 84 (H): -0.985, atom 85 (H): 0.418, atom 86 (H): 0.244, atom 87 (H): 0.378, atom 88 (H): 0.355, atom 89 (H): 0.340, atom 90 (H): 0.371, atom 91 (H): -0.543, atom 92 (H): 0.345, atom 93 (H): 0.359, atom 94 (H): 0.417, atom 95 (H): 0.355, atom 96 (H): 0.466, atom 97 (H): 0.331, atom 98 (H): 0.606, atom 99 (H): 0.486

=====

The following is a DFT calculation (ωB97M-V/def2-TZVPD) of the molecule C21H20N4O3S.

Its HOMO energy is -8.11 eV. The value obtained for the HOMO-LUMO gap is 0.3041 Ha. The value obtained for the largest force on an atom is 0.95 eV Å⁻¹. As for the structure (SMILES): COCCn1c(SCc2cc(=O)n3cc(C)ccc3n2)nc2ccccc2c1=O. As for the charge: 0. For the molecular weight, the calculation gives 408.5 g/mol. The calculation puts the energy relative to the best compared isomer or geometry (same formula, charge and spin) at 72.98 kJ/mol.

Geometry as XYZ:
```
49
C21H20N4O3S ωB97M-V/def2-TZVPD
C -1.36 -1.01 -2.80
H -1.91 -0.64 -3.68
O -1.32 -0.02 -1.79
C -0.88 1.24 -2.21
C 0.64 1.34 -2.49
N 1.43 0.83 -1.38
C 1.65 1.56 -0.25
N 2.35 1.18 0.75
C 2.84 -0.09 0.77
C 3.55 -0.54 1.89
C 4.04 -1.83 1.91
C 3.83 -2.69 0.83
C 3.15 -2.25 -0.28
C 2.65 -0.95 -0.32
C 1.93 -0.47 -1.49
O 1.76 -1.11 -2.51
H 2.98 -2.89 -1.13
H 4.22 -3.69 0.87
H 4.58 -2.18 2.78
H 3.69 0.14 2.71
S 0.91 3.17 -0.12
C 0.14 2.91 1.53
C -0.89 1.84 1.36
C -2.20 2.13 1.12
C -3.14 1.09 0.84
O -4.33 1.21 0.63
N -2.55 -0.22 0.81
C -3.35 -1.27 0.47
C -2.88 -2.54 0.39
C -1.51 -2.76 0.68
C -0.70 -1.73 1.02
C -1.21 -0.40 1.08
N -0.41 0.59 1.37
H 0.34 -1.85 1.24
H -1.12 -3.77 0.62
C -3.77 -3.68 0.01
H -3.37 -4.19 -0.87
H -4.77 -3.33 -0.22
H -3.82 -4.40 0.82
H -4.37 -0.99 0.27
H -2.57 3.14 1.11
H -0.28 3.87 1.81
H 0.94 2.60 2.20
H 0.89 2.38 -2.68
H 0.90 0.73 -3.35
H -1.40 1.55 -3.13
H -1.15 1.93 -1.41
H -1.89 -1.85 -2.37
H -0.36 -1.32 -3.10
```

For each atom in turn, the Mulliken charge in e is: atom 1 (C): -0.697, atom 2 (H): 0.315, atom 3 (O): 0.054, atom 4 (C): -0.244, atom 5 (C): -1.678, atom 6 (N): 0.220, atom 7 (C): 0.450, atom 8 (N): -0.451, atom 9 (C): 0.578, atom 10 (C): -0.582, atom 11 (C): -0.381, atom 12 (C): -0.635, atom 13 (C): -0.753, atom 14 (C): 0.196, atom 15 (C): 0.729, atom 16 (O): -0.723, atom 17 (H): 0.487, atom 18 (H): 0.422, atom 19 (H): 0.409, atom 20 (H): 0.488, atom 21 (S): -0.261, atom 22 (C): -0.981, atom 23 (C): 0.709, atom 24 (C): -1.013, atom 25 (C): 0.400, atom 26 (O): -0.692, atom 27 (N): 0.276, atom 28 (C): -0.757, atom 29 (C): 0.998, atom 30 (C): -0.568, atom 31 (C): -0.636, atom 32 (C): 0.423, atom 33 (N): -0.321, atom 34 (H): 0.622, atom 35 (H): 0.437, atom 36 (C): -1.604, atom 37 (H): 0.335, atom 38 (H): 0.377, atom 39 (H): 0.377, atom 40 (H): 0.400, atom 41 (H): 0.413, atom 42 (H): 0.512, atom 43 (H): 0.387, atom 44 (H): 0.472, atom 45 (H): 0.531, atom 46 (H): 0.540, atom 47 (H): 0.054, atom 48 (H): 0.079, atom 49 (H): 0.288

=====

The following is a DFT calculation (ωB97M-V/def2-TZVPD) of a structure of composition C21H29BrCl3GeInN4S at a distorted geometry.

Its HOMO energy (spin up / spin down) is -16.26 / -16.26 eV. The value obtained for the HOMO-LUMO gap (spin up / spin down) is 0.2112 / 0.0973 Ha. The value obtained for the largest force on an atom is 1.76 eV Å⁻¹. Its spin multiplicity is 2. As for the charge: +3. For the molecular weight, the calculation gives 743.2 g/mol. The calculation puts the energy relative to the best compared isomer or geometry (same formula, charge and spin) at 33.72 kJ/mol.

Geometry as XYZ:
```
61
C21H29BrCl3GeInN4S ωB97M-V/def2-TZVPD
In -1.61 -0.55 -0.36
Br -5.34 5.76 -0.87
C -4.84 4.03 -0.37
C -5.81 3.09 -0.06
C -5.45 1.79 0.26
C -4.10 1.44 0.27
C -3.14 2.40 -0.01
C -3.49 3.70 -0.33
N -3.63 0.12 0.51
C -4.33 -0.85 0.94
C -3.72 -2.17 1.12
C -4.46 -3.27 1.50
C -3.80 -4.48 1.73
C -2.42 -4.53 1.61
C -1.75 -3.39 1.19
N -2.39 -2.24 0.93
H -6.86 3.37 -0.07
H -6.23 1.08 0.49
H -2.08 2.13 0.06
H -2.74 4.44 -0.55
H -5.37 -0.74 1.23
H -5.54 -3.20 1.61
H -4.36 -5.36 2.01
H -1.87 -5.43 1.82
H -0.67 -3.39 1.07
Cl -1.33 -2.75 -3.43
Ge -2.39 -0.98 -3.04
Cl -1.84 0.68 -4.17
Cl -4.44 -1.24 -2.71
C 5.64 0.25 3.57
C 4.58 1.06 2.83
C 3.18 0.49 3.03
C 2.09 1.37 2.41
N 2.21 1.44 0.94
C 1.71 0.61 0.05
S 0.68 -0.69 0.66
N 2.01 0.73 -1.23
C 1.70 -0.18 -2.34
C 2.84 -1.17 -2.61
C 4.13 -0.50 -3.07
C 3.99 0.37 -4.31
H 6.64 0.63 3.35
H 5.59 -0.81 3.31
H 5.50 0.32 4.65
H 4.83 1.07 1.76
H 4.61 2.10 3.17
H 2.96 0.40 4.10
H 3.11 -0.51 2.59
H 2.16 2.39 2.79
H 1.10 0.97 2.65
H 2.89 2.12 0.61
H 2.71 1.43 -1.46
H 1.52 0.43 -3.22
H 0.79 -0.73 -2.10
H 2.48 -1.86 -3.38
H 3.03 -1.75 -1.70
H 4.84 -1.30 -3.29
H 4.59 0.07 -2.26
H 3.53 -0.18 -5.13
H 4.97 0.71 -4.64
H 3.39 1.27 -4.14
```

For each atom in turn, the Mulliken charge in e is: atom 1 (In): 0.914, atom 2 (Br): -0.063, atom 3 (C): -0.037, atom 4 (C): -0.856, atom 5 (C): -0.544, atom 6 (C): 1.265, atom 7 (C): -0.303, atom 8 (C): -0.855, atom 9 (N): 0.038, atom 10 (C): -0.107, atom 11 (C): 0.291, atom 12 (C): -0.653, atom 13 (C): -0.382, atom 14 (C): -0.843, atom 15 (C): 0.120, atom 16 (N): -0.148, atom 17 (H): 0.464, atom 18 (H): 0.320, atom 19 (H): 0.381, atom 20 (H): 0.474, atom 21 (H): 0.502, atom 22 (H): 0.453, atom 23 (H): 0.501, atom 24 (H): 0.436, atom 25 (H): 0.463, atom 26 (Cl): -0.112, atom 27 (Ge): 0.719, atom 28 (Cl): -0.100, atom 29 (Cl): -0.114, atom 30 (C): -1.346, atom 31 (C): -0.296, atom 32 (C): -0.238, atom 33 (C): -1.088, atom 34 (N): -0.199, atom 35 (C): 0.712, atom 36 (S): -0.233, atom 37 (N): -0.165, atom 38 (C): -0.112, atom 39 (C): -0.563, atom 40 (C): -0.438, atom 41 (C): -1.129, atom 42 (H): 0.372, atom 43 (H): 0.336, atom 44 (H): 0.356, atom 45 (H): 0.235, atom 46 (H): 0.310, atom 47 (H): 0.436, atom 48 (H): 0.188, atom 49 (H): 0.518, atom 50 (H): 0.309, atom 51 (H): 0.297, atom 52 (H): 0.371, atom 53 (H): 0.472, atom 54 (H): -0.548, atom 55 (H): 0.414, atom 56 (H): 0.212, atom 57 (H): 0.375, atom 58 (H): 0.256, atom 59 (H): 0.305, atom 60 (H): 0.383, atom 61 (H): 0.271

=====

- What is the formula in the third record?
  C46H50BClF6N3O4PS2ScTe